21
Properties=species:S:1:pos:R:3:mulliken_charge:R:1 method="wB97M-V/def2-TZVPD" fmax_ev_per_a=1.78 charge=-1
I 0.22 0.73 0.72 -0.498
C -0.02 3.33 -2.32 -0.393
C -0.05 2.07 -3.13 -0.158
O -1.22 2.02 -3.97 -0.543
O 1.09 3.40 -1.46 -0.498
H -0.94 3.44 -1.72 0.271
H -0.09 4.22 -2.96 0.267
H 0.04 1.13 -2.59 0.250
H 0.76 2.13 -3.86 0.202
H -1.99 2.01 -3.39 0.288
H 1.05 2.61 -0.90 0.113
C -0.65 -2.77 2.87 -0.517
C 0.75 -3.31 2.74 -0.184
O 1.75 -2.29 2.59 -0.523
O -1.18 -2.38 1.61 -0.469
H -0.65 -1.91 3.55 0.308
H -1.30 -3.56 3.24 0.307
H 0.83 -3.93 1.85 0.209
H 1.04 -3.90 3.62 0.285
H 1.37 -1.54 2.10 0.198
H -0.82 -1.50 1.42 0.083

=====

18
Properties=species:S:1:pos:R:3:mulliken_charge:R:1 method="wB97M-V/def2-TZVPD" fmax_ev_per_a=3.45 smiles=CC(C)(N)CN charge=0
C -1.38 0.96 -0.27 -1.244
C -0.27 -0.18 -0.11 1.085
C -0.69 -0.90 1.23 -1.322
C 1.00 0.72 0.04 -0.686
H -0.98 1.78 -1.06 0.285
H -2.39 0.54 -0.64 0.336
H -1.44 1.41 0.76 0.350
H -0.91 -0.17 2.05 0.319
H -1.65 -1.31 0.96 0.407
H -0.03 -1.81 1.48 0.300
H -0.02 -0.55 -2.06 0.222
H -0.85 -1.60 -1.42 0.265
H 1.00 1.29 1.07 0.306
H 1.20 1.49 -0.84 0.258
H 2.25 -0.73 -0.68 0.203
H 3.05 0.30 0.59 0.219
N -0.05 -1.09 -1.24 -0.770
N 2.15 -0.16 0.15 -0.531

=====

18
Properties=species:S:1:pos:R:3:mulliken_charge:R:1 method="wB97M-V/def2-TZVPD" fmax_ev_per_a=3.46 smiles="C=CN.CCN" charge=0
C 0.15 -1.84 3.00 -0.949
C 0.93 -1.74 1.63 -0.291
N 0.03 -2.04 0.53 -0.591
H -0.69 -1.06 2.88 0.242
H 0.75 -1.53 3.82 0.353
H -0.38 -2.90 3.20 0.224
H 1.78 -2.51 1.64 0.249
H 1.47 -0.78 1.64 0.258
H 0.59 -1.55 -0.14 0.247
H -0.86 -1.54 0.57 0.255
C -1.29 2.66 -1.63 -0.794
C -0.14 2.05 -2.02 0.062
N 0.15 1.69 -3.31 -0.436
H -2.14 2.79 -2.28 0.258
H -1.40 2.89 -0.52 0.199
H 0.68 1.89 -1.35 0.346
H -0.62 1.59 -3.87 0.174
H 1.00 1.94 -3.78 0.193

=====

The evaluated LUMO for the records listed, in turn: 3.40; 1.00; 0.93 eV.
The evaluated gap between HOMO and LUMO for the records listed, in turn: 8.0; 9.6; 9.3 eV.
The evaluated relative energy (zero: lowest compared OMol25 entry of this formula, charge and spin) for the records listed, in turn: 0.216; 1.544; 2.007 eV.